Formula: C8H24ClDyI2OP2S
Source: the Open Molecules 2025 dataset
Level of theory: the ωB97M-V functional and the def2-TZVPD basis

XYZ file:
```
40
Properties=species:S:1:pos:R:3:mulliken_charge:R:1
I -1.26 2.49 0.90 0.007
I -1.60 -2.47 1.35 -0.018
Dy 0.29 -0.27 -0.10 0.626
P -2.77 -0.09 -0.41 0.336
C -3.76 0.00 1.12 -0.854
C -3.51 1.29 -1.36 -1.060
H -4.58 1.09 -1.49 0.403
H -4.70 -1.25 -1.27 0.423
H -3.00 1.34 -2.33 0.358
H -3.20 -1.66 -2.19 0.354
H -3.54 0.93 1.67 0.281
H -3.34 2.23 -0.82 0.399
C -3.64 -1.50 -1.20 -1.041
H -4.82 -0.03 0.83 0.389
H -3.47 -2.40 -0.59 0.425
H -3.51 -0.87 1.76 0.319
P 3.12 -0.07 -0.25 0.673
C 4.18 0.08 1.25 -1.036
C 3.80 -1.55 -1.13 -1.092
H 2.84 1.39 -2.18 0.319
H 4.56 1.47 -1.71 0.363
H 3.32 2.31 -0.75 0.330
C 3.53 1.39 -1.32 -1.006
H 3.21 -1.72 -2.04 0.345
H 4.86 -1.52 -1.41 0.377
H 5.26 -0.04 1.12 0.373
H 3.83 -0.68 1.96 0.332
H 3.64 -2.42 -0.49 0.348
H 3.99 1.05 1.73 0.321
Cl 0.21 -0.22 -2.64 -0.453
C -0.63 -0.62 4.45 -1.154
S -0.75 0.61 3.14 0.741
C 0.39 1.91 3.75 -1.129
O 0.12 -0.05 2.06 -0.301
H -1.41 -0.31 5.13 0.462
H 0.37 -0.58 4.88 0.414
H -0.85 -1.61 4.02 0.238
H 0.77 1.55 4.70 0.454
H 1.22 2.05 3.05 0.313
H -0.16 2.84 3.88 0.419
```

Summary:
Gap between HOMO and LUMO (alpha / beta): 4.582 / 4.433 eV
Spin multiplicity: 6
Charge: +2
Highest occupied orbital energy (alpha / beta): -15.72 / -15.60 eV

Formula: C6H10
Source: the Open Molecules 2025 dataset
Level of theory: the ωB97M-V functional and the def2-TZVPD basis

XYZ file:
```
16
Properties=species:S:1:pos:R:3:mulliken_charge:R:1
C -2.54 -0.77 -0.06 -0.930
C -2.01 0.63 0.04 -0.105
C -0.72 1.02 0.08 -0.355
C 0.41 0.18 0.00 -0.027
C 1.70 0.63 -0.12 -0.385
C 2.83 -0.44 0.03 -0.936
H -1.86 -1.47 0.57 0.284
H -2.58 -1.09 -1.19 0.220
H -3.62 -0.83 0.49 0.275
H -2.73 1.46 -0.02 0.318
H -0.56 2.12 0.08 0.242
H 0.29 -0.88 0.04 0.222
H 2.05 1.59 -0.39 0.389
H 2.83 -0.67 1.20 0.218
H 3.89 -0.07 -0.20 0.307
H 2.62 -1.40 -0.57 0.263
```

Summary:
Gap between HOMO and LUMO: 9.055 eV
Spin multiplicity: 1
Relative energy (zero: lowest compared OMol25 entry of this formula, charge and spin): 1.873 eV
Highest occupied orbital energy: -8.08 eV

Formula: C20H18N5SbSe4W
Source: the Open Molecules 2025 dataset
Level of theory: the ωB97M-V functional and the def2-TZVPD basis

XYZ file:
```
49
Properties=species:S:1:pos:R:3:mulliken_charge:R:1
W 0.40 0.42 -0.01 1.089
C 4.93 -1.60 4.56 -1.537
C 3.65 -1.18 3.89 0.651
C 2.41 -1.44 4.48 -0.897
C 1.22 -1.12 3.86 -0.338
C 1.22 -0.50 2.61 0.386
N 0.06 -0.19 1.88 -0.347
C -1.10 0.29 2.51 0.339
C -1.05 1.00 3.71 0.147
C -2.18 1.54 4.28 -1.428
C -3.43 1.44 3.65 0.646
C -4.63 2.14 4.21 -1.571
C -3.48 0.76 2.45 -0.431
C -2.35 0.19 1.88 0.060
N -2.50 -0.47 0.64 0.303
C -3.57 -1.16 0.20 -0.008
C -3.36 -1.48 -1.12 -1.104
C -2.12 -0.94 -1.44 -0.161
N -1.61 -0.32 -0.37 -0.590
C 2.47 -0.22 2.03 -0.128
C 3.65 -0.58 2.64 -0.597
N 2.41 0.36 0.72 0.544
C 3.26 1.34 0.10 -0.395
C 2.99 1.33 -1.21 -0.669
C 2.03 0.24 -1.53 -0.157
N 2.05 -0.58 -0.32 -0.674
H 4.81 -1.65 5.64 0.389
H 5.73 -0.89 4.34 0.375
H 5.25 -2.58 4.21 0.296
H 2.38 -1.91 5.46 0.398
H 0.27 -1.35 4.33 0.548
H -0.09 1.16 4.18 0.505
H -2.09 2.11 5.19 0.445
H -4.60 2.17 5.30 0.401
H -5.56 1.65 3.90 0.386
H -4.65 3.17 3.85 0.287
H -4.42 0.73 1.90 0.524
H -4.38 -1.39 0.87 0.499
H -4.02 -2.03 -1.77 0.398
H -1.58 -0.95 -2.37 0.479
H 4.59 -0.37 2.14 0.502
H 3.90 1.96 0.71 0.503
H 3.42 2.00 -1.94 0.475
H 2.20 -0.37 -2.40 0.392
Se -1.30 4.63 3.09 -0.426
Sb -0.67 5.66 1.05 0.638
Se 0.04 2.66 0.02 -0.065
Se 1.48 6.58 0.79 -0.528
Se -2.17 5.46 -0.78 -0.553
```

Summary:
Gap between HOMO and LUMO (alpha / beta): 4.527 / 5.133 eV
Spin multiplicity: 1
Relative energy (zero: lowest compared OMol25 entry of this formula, charge and spin): 0.868 eV
Highest occupied orbital energy (alpha / beta): -6.85 / -6.86 eV

Formula: C6H8NP3
Source: the Open Molecules 2025 dataset
Level of theory: the ωB97M-V functional and the def2-TZVPD basis

XYZ file:
```
18
Properties=species:S:1:pos:R:3:mulliken_charge:R:1
C -2.60 0.28 -0.58 -0.188
C -1.41 -0.25 -0.42 0.316
C -3.71 0.73 -0.73 0.195
C -0.33 -0.73 -0.12 -0.228
C -4.93 1.49 -0.89 -1.044
C 0.91 -1.26 0.20 0.107
N 6.48 1.21 -0.04 -0.377
P 5.16 1.74 -0.56 0.126
P 2.33 -0.24 0.43 -0.211
P 1.42 -3.02 0.26 -0.111
H -5.20 1.99 0.01 0.297
H -5.68 0.79 -1.11 0.322
H -4.91 2.13 -1.85 0.269
H 6.63 1.03 0.97 0.266
H 1.62 0.84 0.20 0.057
H 2.19 -0.16 1.93 0.084
H 1.95 -3.14 1.69 0.064
H 0.07 -3.43 0.59 0.055
```

Summary:
Gap between HOMO and LUMO (alpha / beta): 7.100 / 7.369 eV
Spin multiplicity: 3
Highest occupied orbital energy (alpha / beta): -7.25 / -8.73 eV

Formula: C34H36MnN9P2S2Se2
Source: the Open Molecules 2025 dataset
Level of theory: the ωB97M-V functional and the def2-TZVPD basis

XYZ file:
```
86
Properties=species:S:1:pos:R:3:mulliken_charge:R:1
Mn 2.13 1.72 1.58 0.473
C -0.08 -0.53 6.12 -1.192
C 1.32 -0.20 5.77 0.903
N 2.37 -0.48 6.46 -0.780
N 3.41 0.00 5.71 0.243
C 3.04 0.57 4.57 0.144
S 4.01 1.27 3.39 -0.319
N 1.68 0.46 4.60 0.211
N 0.87 0.88 3.56 -0.151
H -0.08 -1.05 7.08 0.361
H -0.53 -1.17 5.37 0.244
H -0.69 0.37 6.21 0.324
H 4.36 -0.11 6.04 0.200
H 0.56 0.07 3.02 -0.097
H 0.08 1.43 3.89 0.303
Se -4.49 2.12 -1.57 -0.307
P -3.08 0.59 -1.46 -0.081
C -3.77 -0.93 -0.76 0.475
C -4.75 -1.60 -1.49 -0.336
C -5.43 -2.67 -0.93 -0.846
C -5.16 -3.06 0.37 -0.579
C -4.21 -2.38 1.11 -0.589
C -3.51 -1.32 0.55 -0.160
C -2.41 0.19 -3.10 0.629
C -1.99 1.27 -3.88 -0.601
C -1.53 1.07 -5.17 -0.788
C -1.49 -0.22 -5.70 -0.618
C -1.92 -1.29 -4.94 -0.741
C -2.38 -1.09 -3.65 -0.057
C -1.62 1.02 -0.43 0.938
C -0.41 0.45 -0.02 -0.654
N 0.20 1.41 0.73 0.911
N -0.58 2.48 0.77 -0.844
N -1.66 2.27 0.08 -0.565
P 0.54 -1.07 -0.22 1.287
Se 2.19 -1.08 1.19 -0.247
C -0.44 -2.55 0.02 0.297
C -0.58 -3.10 1.30 -0.531
C -1.33 -4.25 1.48 -0.792
C -1.94 -4.86 0.39 -0.652
C -1.79 -4.33 -0.88 -0.745
C -1.04 -3.18 -1.07 -0.486
C 1.15 -1.12 -1.91 0.203
C 1.01 -0.03 -2.77 0.012
C 1.58 -0.08 -4.03 -1.205
C 2.29 -1.20 -4.43 -0.789
C 2.43 -2.28 -3.58 -0.840
C 1.87 -2.24 -2.32 -0.504
H -5.01 -1.26 -2.49 0.496
H -6.19 -3.18 -1.51 0.443
H -5.71 -3.88 0.82 0.440
H -4.01 -2.67 2.14 0.452
H -2.78 -0.78 1.14 0.369
H -2.06 2.28 -3.48 0.481
H -1.22 1.91 -5.77 0.477
H -1.15 -0.37 -6.72 0.431
H -1.92 -2.29 -5.36 0.444
H -2.76 -1.93 -3.08 0.462
H -0.07 -2.64 2.14 0.291
H -1.42 -4.69 2.46 0.467
H -2.52 -5.77 0.53 0.422
H -2.26 -4.81 -1.73 0.472
H -0.89 -2.78 -2.06 0.520
H 0.45 0.84 -2.45 0.855
H 1.46 0.77 -4.70 0.557
H 2.73 -1.23 -5.42 0.475
H 2.98 -3.16 -3.90 0.438
H 1.99 -3.08 -1.64 0.513
N 1.96 4.28 3.56 -0.165
C 1.71 5.60 3.58 -0.117
C 1.53 6.00 2.28 -0.975
C 1.71 4.83 1.52 -0.323
N 1.98 3.79 2.31 0.267
H 2.23 3.69 4.32 0.121
H 1.68 6.15 4.51 0.465
H 1.29 6.98 1.92 0.393
H 1.62 4.69 0.46 0.412
C 3.05 3.35 -1.63 -1.251
S 3.24 1.79 -0.74 0.511
C 5.03 1.65 -0.66 -1.189
H 3.63 4.15 -1.17 0.453
H 1.99 3.60 -1.62 0.297
H 3.37 3.22 -2.67 0.431
H 5.42 1.47 -1.66 0.410
H 5.24 0.78 -0.03 0.328
H 5.47 2.54 -0.22 0.368
```

Summary:
Gap between HOMO and LUMO (alpha / beta): 7.227 / 7.219 eV
Spin multiplicity: 6
Relative energy (zero: lowest compared OMol25 entry of this formula, charge and spin): 0.000 eV
Charge: +1
Highest occupied orbital energy (alpha / beta): -9.42 / -9.42 eV

Formula: C3HO3
Source: the Open Molecules 2025 dataset
Level of theory: the ωB97M-V functional and the def2-TZVPD basis

XYZ file:
```
7
Properties=species:S:1:pos:R:3:mulliken_charge:R:1
C -0.36 -0.25 -1.14 -0.897
C 0.08 -0.52 1.23 0.536
C 0.02 0.83 -0.64 0.612
O 0.20 2.02 -0.47 -0.658
O -0.87 -0.12 1.81 -0.447
O 1.14 -0.98 1.11 -0.398
H -0.21 -0.98 -1.90 0.252
```

Summary:
Gap between HOMO and LUMO: 7.243 eV
Spin multiplicity: 1
Relative energy (zero: lowest compared OMol25 entry of this formula, charge and spin): 1.299 eV
Charge: -1
Highest occupied orbital energy: -3.09 eV

Formula: C12H7BrFeN2O5
Source: the Open Molecules 2025 dataset
Level of theory: the ωB97M-V functional and the def2-TZVPD basis

XYZ file:
```
28
Properties=species:S:1:pos:R:3:mulliken_charge:R:1
Fe -0.20 -0.08 0.00 -0.033
O 1.74 -0.72 3.46 -0.540
C 1.41 -0.57 2.32 0.279
O 0.23 -0.17 1.87 -0.493
C 2.36 -0.86 1.17 0.742
C 3.67 -1.32 1.21 -0.544
C 4.31 -1.54 0.00 -0.190
C 3.67 -1.32 -1.21 -0.543
C 2.36 -0.86 -1.17 0.741
N 1.78 -0.65 0.00 -0.232
C 1.42 -0.57 -2.32 0.279
O 1.74 -0.72 -3.46 -0.540
O 0.24 -0.17 -1.87 -0.493
H 4.15 -1.49 2.17 0.509
H 5.33 -1.90 0.00 0.454
H 4.15 -1.49 -2.17 0.509
O -5.86 -2.21 0.00 -0.466
C -4.56 -1.98 0.00 0.957
C -3.59 -3.00 0.00 -0.594
C -2.25 -2.69 0.00 -0.438
N -1.83 -1.41 0.00 -0.283
C -2.82 -0.46 0.00 0.667
Br -2.12 1.34 0.00 0.062
C -4.17 -0.63 0.00 -0.446
H -6.08 -3.16 0.00 0.329
H -3.90 -4.03 0.00 0.350
H -1.48 -3.45 0.00 0.475
H -4.90 0.17 0.00 0.483
```

Summary:
Gap between HOMO and LUMO (alpha / beta): 9.560 / 7.580 eV
Spin multiplicity: 6
Relative energy (zero: lowest compared OMol25 entry of this formula, charge and spin): 0.000 eV
Charge: +1
Highest occupied orbital energy (alpha / beta): -13.22 / -13.33 eV

Formula: C35H33BrErNO2P2S2
Source: the Open Molecules 2025 dataset
Level of theory: the ωB97M-V functional and the def2-TZVPD basis

XYZ file:
```
77
Properties=species:S:1:pos:R:3:mulliken_charge:R:1
Er -0.25 1.93 -1.31 0.525
C 3.80 -3.23 2.50 -0.647
S 2.36 -4.33 2.38 -0.101
C 1.13 -3.42 3.38 -1.040
C 0.10 -2.69 2.52 -0.282
C 0.74 -1.61 1.66 -1.470
N -0.25 -0.92 0.79 0.804
P 0.08 -1.06 -0.93 0.053
C 0.24 -2.88 -1.13 0.983
C -0.79 -3.73 -0.72 -0.821
C -0.64 -5.10 -0.87 -0.628
C 0.52 -5.62 -1.42 -0.489
C 1.53 -4.78 -1.84 -0.723
C 1.39 -3.40 -1.69 -0.320
C -1.60 -0.83 -1.64 0.542
C -2.81 -0.84 -0.95 -0.168
C -4.00 -0.75 -1.64 -0.811
C -4.01 -0.65 -3.02 -0.520
C -2.81 -0.64 -3.72 -0.754
C -1.61 -0.73 -3.04 -0.632
P -0.71 0.68 1.17 0.777
C -1.18 0.48 2.93 0.531
C -0.30 0.69 3.99 -0.339
C -0.72 0.42 5.29 -0.878
C -2.00 -0.04 5.53 -0.530
C -2.88 -0.23 4.47 -0.708
C -2.48 0.04 3.18 -0.374
C 0.85 1.66 1.34 -0.015
C 2.09 1.26 0.85 0.173
C 3.16 2.14 0.86 -0.762
C 3.00 3.43 1.34 -0.522
C 1.76 3.84 1.81 -0.747
C 0.69 2.97 1.81 -0.280
H 4.60 -3.70 1.95 0.366
H 4.09 -3.12 3.55 0.292
H 3.58 -2.25 2.07 0.061
H 1.68 -2.73 4.02 0.387
H 0.64 -4.16 4.00 0.487
H -0.65 -2.23 3.18 0.078
H -0.41 -3.41 1.88 0.130
H 1.50 -2.08 1.03 0.758
H 1.24 -0.89 2.32 0.708
H -1.70 -3.32 -0.30 0.418
H -1.44 -5.76 -0.55 0.425
H 0.62 -6.69 -1.54 0.409
H 2.43 -5.18 -2.27 0.433
H 2.18 -2.73 -2.01 0.472
H -2.81 -0.92 0.13 0.352
H -4.94 -0.73 -1.09 0.408
H -4.95 -0.55 -3.55 0.372
H -2.81 -0.54 -4.80 0.433
H -0.68 -0.76 -3.58 0.454
H 0.70 1.05 3.80 0.392
H -0.03 0.59 6.11 0.426
H -2.31 -0.26 6.54 0.407
H -3.89 -0.58 4.67 0.429
H -3.17 -0.09 2.35 0.379
H 2.24 0.26 0.45 0.104
H 4.12 1.83 0.47 0.449
H 3.83 4.12 1.32 0.393
H 1.63 4.86 2.17 0.416
H -0.28 3.29 2.17 0.479
O -0.23 4.16 -0.91 -0.643
C 0.64 3.94 -1.80 0.829
O 1.53 3.06 -1.55 -0.397
C 0.41 4.34 -3.21 0.258
C 0.03 5.63 -3.58 -0.444
C -0.19 5.94 -4.91 -0.714
C 0.00 4.96 -5.88 -0.437
C 0.30 3.66 -5.52 -0.791
C 0.46 3.31 -4.18 0.694
S 0.63 1.60 -3.80 -0.595
H -0.09 6.38 -2.81 0.427
H -0.49 6.94 -5.18 0.382
H -0.11 5.21 -6.93 0.377
H 0.40 2.88 -6.26 0.431
Br -2.75 2.57 -1.81 -0.519
```

Summary:
Gap between HOMO and LUMO (alpha / beta): 6.616 / 6.677 eV
Spin multiplicity: 4
Relative energy (zero: lowest compared OMol25 entry of this formula, charge and spin): 0.754 eV
Highest occupied orbital energy (alpha / beta): -6.90 / -6.91 eV